No. 1
The following is a DFT calculation (the ωB97M-V functional and the def2-TZVPD basis) of 2 unconnected molecules or ions with the total composition C6H14N4O2.

Structure (XYZ):
```
26
C6H14N4O2 (the ωB97M-V functional and the def2-TZVPD basis)
H -2.9251 -1.9132 1.9913
N -3.2472 -0.9582 1.8008
C -3.0662 -0.7434 0.5372
N -2.4476 -1.6315 -0.3384
C -3.3485 0.5588 -0.1620
N -4.0403 1.5163 0.3251
N -4.1890 2.6928 -0.4308
H -2.7058 -1.5075 -1.3024
H -2.4433 -2.6233 -0.0811
H -2.8807 0.6250 -1.1444
H -4.1194 3.4728 0.2140
H -3.4901 2.8245 -1.1645
C 0.6321 -2.0755 -0.2478
C 1.3948 -1.0888 -0.6638
O 2.5306 -0.7646 0.0003
C 3.3504 0.2999 -0.4582
C 4.2493 0.6550 0.7311
O 5.0303 1.8505 0.5528
H -0.2044 -2.3679 -0.8625
H 0.8888 -2.6097 0.6646
H 1.2025 -0.4557 -1.5543
H 2.7287 1.1518 -0.7728
H 4.0090 0.0231 -1.3005
H 4.9993 -0.1037 1.0075
H 3.5993 0.6820 1.6255
H 4.4926 2.4905 1.0332
```

Results
ΔE to the lowest compared entry with this formula, charge and spin: 436.7 kJ/mol
calculated total energy: -606.40755 Eh
F_max: 0.03285 Eh/bohr
gap between HOMO and LUMO: 9.5 eV
2S+1: 1



No. 2
The following is a DFT calculation (the ωB97M-V functional and the def2-TZVPD basis) of 2 unconnected molecules or ions with the total composition C12H17N.

Structure (XYZ):
```
30
C12H17N (the ωB97M-V functional and the def2-TZVPD basis)
C -2.8349 0.1675 -2.2143
C 0.6298 1.1248 -1.4620
C -0.2969 0.0992 -1.7557
C -1.4805 0.7514 -2.1674
C -1.1733 2.1275 -2.2816
C 1.8565 0.8274 -0.9301
C 2.0819 -0.5270 -0.6344
C 1.1336 -1.5271 -0.8030
C -0.0863 -1.2359 -1.3855
N 0.1174 2.3310 -2.0107
H 2.6279 1.5781 -0.8531
H 3.0737 -0.7683 -0.2732
H 0.4554 3.1827 -1.5742
H 1.4054 -2.5107 -0.4580
H -1.8346 2.9504 -2.4965
H -0.7706 -2.0210 -1.6207
H -3.0754 -0.3507 -3.1534
H -3.6228 0.9101 -2.2564
H -3.0212 -0.4807 -1.3684
C 0.9508 -0.8485 2.8438
C -0.3565 -1.6618 2.6925
C 0.8250 0.6212 2.5130
H 1.1709 -0.8943 3.9113
H 1.8419 -1.3839 2.4920
H -0.1045 -2.7209 2.6604
H -0.1090 0.9845 2.9461
H 1.6774 1.1991 2.8692
H -0.8400 -1.3737 1.7558
H -0.9950 -1.4697 3.5507
H 0.7541 0.9193 1.4638
```

Results
ΔE to the lowest compared entry with this formula, charge and spin: 58.3 kJ/mol
calculated total energy: -521.92048 Eh
F_max: 0.03616 Eh/bohr
gap between HOMO and LUMO (alpha / beta): 9.3 / 6.5 eV
charge: +1
2S+1: 2